Entry 1:
A cluster of 2 separate species, C4H4F2 in total. Source: the Open Molecules 2025 dataset; level of theory: ωB97M-V/def2-TZVPD.

Structure (XYZ):
```
10
Properties=species:S:1:pos:R:3:forces:R:3
C -0.0663 -0.0750 0.4398 -0.252 0.291 0.455
C -0.0206 0.3361 1.6996 -0.050 -0.070 -0.230
C 0.5673 -0.8649 -0.6911 0.053 -0.138 -0.364
C -0.6587 -0.0809 -0.8059 -0.029 1.704 -1.375
F -0.0214 2.1900 -1.8254 -0.328 -1.770 0.863
F -1.7977 -0.1176 -1.4198 0.738 -0.146 0.591
H -0.7269 1.0605 2.0719 -0.147 0.048 -0.028
H 0.7331 -0.0251 2.3775 0.178 -0.059 0.071
H 1.4834 -0.4745 -1.1174 -0.009 0.228 -0.092
H 0.5078 -1.9486 -0.7292 -0.153 -0.087 0.108
```
Positions in Å, forces in eV/Å.

As for the total energy: -354.318894 hartree. As for the charge: 0. As for the HOMO-LUMO gap (alpha / beta): 6.39 / 8.53 eV. As for the HOMO energy (alpha / beta): -8.86 / -10.54 eV.

Entry 2:
An isolated molecule of C12H13BrSi. Source: the Open Molecules 2025 dataset; level of theory: ωB97M-V/def2-TZVPD.

Structure (XYZ):
```
27
Properties=species:S:1:pos:R:3:forces:R:3
C 1.1872 2.4159 0.5460 1.213 -1.335 -0.241
C -3.6936 2.6426 0.2056 -3.855 -0.427 -0.724
C -0.0357 2.9071 0.2960 1.591 -1.570 0.504
C -2.4259 3.0801 0.0245 0.810 3.494 1.010
C 1.8311 1.0550 0.7903 -0.033 0.914 -0.478
C -3.9357 1.2862 0.1569 0.195 -1.581 0.143
C -1.3046 2.3026 0.1509 -0.953 -3.956 0.287
C -1.5806 0.8910 0.2316 0.157 1.405 -0.863
C 1.6045 -0.1876 0.5056 -2.581 -1.613 -0.362
C -2.8409 0.3937 0.0765 -0.138 0.321 0.861
C 2.4280 -2.8872 1.2849 -1.605 0.187 -0.391
C 0.8717 -2.4465 -1.5186 0.131 -0.681 1.897
Si 0.9798 -1.9708 0.3001 0.453 0.011 0.823
Br -3.3136 -1.4493 0.0939 0.370 -0.018 -0.122
H 2.0512 3.0619 0.4658 -0.422 0.849 0.431
H -4.6501 3.2840 0.2595 2.048 -0.627 -0.099
H -0.1556 3.9291 0.3394 0.377 2.382 -0.424
H -2.2553 4.1908 0.0426 -0.152 -1.073 -0.227
H 2.8647 1.1044 1.1507 0.085 0.815 0.217
H -4.8913 0.7361 0.2286 0.246 1.093 -0.087
H 2.7972 -3.6915 0.6840 -0.085 -0.951 -0.375
H 3.3338 -2.3446 1.5062 -0.103 0.778 0.185
H 1.9816 -3.2801 2.2057 0.322 -0.057 -0.098
H 0.3132 -1.7452 -2.0448 -0.991 1.392 -0.992
H 1.8376 -2.5244 -1.9272 1.276 -0.099 -0.712
H 0.3634 -3.3933 -1.6087 -0.110 -0.452 0.027
H -0.4735 -2.4010 0.8472 1.752 0.801 -0.188
```
Positions in Å, forces in eV/Å.

As for the total energy: -3328.330542 hartree. As for the charge: 0. As for the HOMO-LUMO gap (alpha / beta): 8.30 / 6.77 eV. As for the HOMO energy (alpha / beta): -8.45 / -7.65 eV.

Entry 3:
A structure of composition C26H20N6O4PbS3SbSe4. Source: the Open Molecules 2025 dataset; level of theory: ωB97M-V/def2-TZVPD.

Structure (XYZ):
```
65
Properties=species:S:1:pos:R:3:forces:R:3
Pb 0.4915 0.4779 0.0949 -0.583 -0.360 -0.079
N 3.3406 -1.8687 0.8621 -0.068 0.115 0.443
C 3.2404 -0.8824 1.7670 0.105 -0.111 -0.028
N 2.1947 -0.1129 1.9115 -0.335 0.289 0.416
C 2.3315 0.7344 3.0095 -0.213 0.035 -0.258
C 3.5046 0.6345 3.6646 0.152 0.087 0.212
S 4.4938 -0.5795 2.9386 0.003 -0.085 -0.048
C 1.2356 1.6688 3.3352 -0.066 -0.195 -0.514
C 1.0150 2.2856 4.5127 0.050 0.076 0.343
S -0.4007 3.2716 4.4074 -0.088 0.049 -0.033
C -0.6201 2.7694 2.7532 0.266 -0.141 0.078
N 0.3105 1.9530 2.3382 0.031 0.153 0.329
N -1.6425 3.2265 1.9808 0.292 -0.167 -0.043
H 2.5624 -2.0174 0.2410 -0.118 -0.016 -0.106
H 4.2356 -2.1545 0.5110 0.187 0.013 -0.228
H 3.8523 1.2102 4.5120 -0.055 -0.063 -0.190
H 1.5672 2.2018 5.4395 -0.089 0.005 -0.189
H -2.4150 3.6613 2.4489 -0.098 0.017 0.060
H -1.8884 2.6469 1.1780 -0.016 -0.078 -0.045
O -2.5374 -1.9834 1.5115 0.877 -0.863 0.027
C -1.6351 -2.3545 0.7406 0.309 0.012 -0.389
O -0.4378 -1.9466 0.6549 -0.576 0.143 0.541
C -1.9715 -3.4562 -0.2713 -0.086 -0.088 -0.173
C -2.5073 -4.6415 0.2340 -0.011 0.117 -0.121
C -2.8595 -5.6937 -0.6017 0.038 0.061 0.066
C -2.6934 -5.5731 -1.9737 -0.043 -0.036 -0.037
C -2.1398 -4.4152 -2.4997 0.048 0.064 0.181
C -1.7609 -3.3613 -1.6654 0.016 0.041 0.214
S -1.1554 -1.8874 -2.4950 -0.417 0.040 0.132
H -2.6524 -4.7134 1.3071 -0.038 0.007 -0.092
H -3.2677 -6.6057 -0.1803 0.006 0.043 -0.017
H -2.9904 -6.3794 -2.6368 0.061 0.055 0.055
H -1.9887 -4.3164 -3.5662 0.023 0.008 -0.021
O 3.5423 4.0248 -5.3059 -0.069 -0.127 -0.048
C 2.8444 4.8896 -4.5487 0.077 -0.059 0.064
O 3.1685 6.0461 -4.4799 0.004 -0.007 0.005
C 1.6834 4.3062 -3.8140 -0.014 0.124 -0.115
C 0.9332 3.2941 -4.3865 -0.078 -0.150 0.007
C -0.0781 2.6852 -3.6685 -0.025 -0.191 -0.153
C -0.3438 3.0929 -2.3722 -0.314 -0.153 0.098
C 0.3759 4.1430 -1.8082 -0.020 0.096 0.055
C 1.3739 4.7611 -2.5377 0.065 -0.025 0.149
N -1.2539 2.3781 -1.5529 0.503 0.444 0.255
C -2.2951 1.8577 -2.0340 -0.386 -0.288 -0.050
C -3.1556 0.9768 -1.2109 0.095 0.086 -0.203
C -4.1123 0.1889 -1.8195 0.048 0.060 -0.202
C -4.8326 -0.7086 -1.0402 -0.102 -0.087 0.105
C -4.5640 -0.7817 0.3083 -0.407 0.025 -0.154
C -3.5931 0.0636 0.8384 0.025 0.652 0.082
N -2.9103 0.9337 0.1042 -0.051 0.028 0.385
H 3.2522 3.1012 -5.1640 0.110 0.131 0.041
H 1.1493 2.9419 -5.3832 0.044 -0.057 -0.060
H -0.5978 1.8303 -4.0901 0.075 0.078 0.018
H 0.1548 4.4429 -0.7896 0.042 -0.041 -0.036
H 1.9712 5.5546 -2.1056 -0.060 0.004 -0.024
H -2.5846 1.9878 -3.0818 -0.030 -0.006 -0.018
H -4.2614 0.2480 -2.8913 -0.005 0.019 0.036
H -5.5774 -1.3522 -1.4928 0.032 0.001 0.011
H -5.0703 -1.4884 0.9536 0.089 0.065 -0.071
H -3.3497 0.0229 1.8951 -0.142 0.148 -0.214
Se 2.7471 0.2283 -5.2232 -0.068 -0.046 0.147
Sb 3.0172 -0.5779 -2.9703 -0.036 0.648 0.121
Se 0.9112 -1.7593 -1.7543 0.806 -0.446 -0.206
Se 2.8320 1.2700 -1.2195 0.465 -0.190 -0.554
Se 4.7782 -2.1303 -2.4531 -0.232 0.037 0.048
```
Positions in Å, forces in eV/Å.

As for the total energy: -12865.954111 hartree. As for the charge: -1. As for the HOMO-LUMO gap: 6.69 eV. As for the HOMO energy: -5.08 eV.

Entry 4:
A cluster of 12 separate species, C48H87N9O6S3 in total. Source: the Open Molecules 2025 dataset; level of theory: ωB97M-V/def2-TZVPD.

Structure (XYZ):
```
153
Properties=species:S:1:pos:R:3:forces:R:3
C 1.2987 -7.3538 -0.6942 -0.044 0.283 -0.020
C 1.9488 -6.3165 -1.5688 0.636 0.903 0.618
C 1.4034 -4.9144 -1.2904 -0.305 0.635 0.165
C 1.6119 -4.2991 0.0474 0.225 -1.252 -1.063
N 1.8826 -3.8567 1.0699 -0.096 0.271 0.463
H 0.2643 -7.4268 -1.0303 -0.121 -0.547 0.271
H 1.3150 -6.9907 0.3334 -0.116 -0.143 0.139
H 1.8482 -8.2948 -0.7195 -0.319 -0.175 -0.161
H 1.7589 -6.4409 -2.6349 0.132 -0.402 -0.113
H 3.0242 -6.3097 -1.3911 0.099 0.004 -0.241
H 0.3384 -4.9184 -1.5225 -0.249 0.083 0.265
H 1.8203 -4.2107 -2.0108 0.237 0.218 -0.200
C 5.7281 0.7369 -4.9706 0.093 -0.059 0.080
C 5.1765 0.4763 -3.5921 -0.275 0.438 0.400
C 3.7740 -0.0714 -3.6871 -0.997 0.515 0.235
C 2.8709 0.8037 -4.4495 -2.547 2.571 -3.075
N 2.1457 1.5106 -5.0775 2.834 -2.696 2.569
H 5.4139 -0.0819 -5.6179 0.565 -0.158 -0.194
H 6.8081 0.8447 -4.8703 0.016 -0.053 -0.593
H 5.2867 1.6289 -5.4151 0.125 0.135 0.121
H 5.1595 1.4038 -3.0198 0.050 0.018 0.164
H 5.7629 -0.2505 -3.0300 0.156 -0.013 -0.086
H 3.2450 -0.0605 -2.7342 0.474 -0.597 0.424
H 3.8112 -1.0719 -4.1182 -0.383 -0.035 0.011
C -4.1484 -2.0638 -2.4293 -0.777 -0.014 0.396
C -4.8282 -0.9132 -1.6914 -0.685 -0.022 -0.085
C -6.0717 -0.4009 -2.3835 -0.888 1.159 -0.831
C -6.6398 0.8575 -1.8360 0.225 0.095 0.372
N -7.1214 1.8019 -1.3822 0.284 -0.535 -0.097
H -4.8109 -2.9092 -2.6150 -0.331 -0.025 0.116
H -3.3487 -2.4569 -1.8015 0.319 0.223 -0.476
H -3.8487 -1.7208 -3.4195 0.575 -0.065 0.208
H -4.1017 -0.1072 -1.5884 -0.129 -0.009 0.469
H -5.3354 -1.1931 -0.7681 1.281 -0.266 0.776
H -6.8974 -1.0979 -2.2404 0.096 -0.362 -0.395
H -5.9301 -0.2061 -3.4465 -0.017 -0.204 -0.180
C -4.0706 -3.4048 2.7354 0.548 0.337 -0.182
C -2.6598 -3.0701 3.2224 0.048 -0.838 -0.521
C -2.4021 -3.5133 4.6515 0.807 0.733 -0.088
C -3.1126 -2.6574 5.5930 0.282 -1.602 -0.755
N -3.6920 -1.9988 6.3136 -0.808 1.169 1.068
H -3.9971 -3.4469 1.6487 -0.505 0.312 -0.062
H -4.7769 -2.6515 3.0844 -0.208 -0.131 -0.211
H -4.3962 -4.3965 3.0495 0.041 0.009 0.221
H -2.3888 -2.0279 3.0534 -0.179 0.047 0.107
H -1.9731 -3.6489 2.6047 0.189 0.028 -0.058
H -1.3505 -3.3454 4.8839 0.225 -0.168 -0.030
H -2.5746 -4.5860 4.7386 -0.382 0.166 0.413
C 0.9042 4.9162 -3.1610 1.084 0.623 -0.222
C 2.0288 5.7887 -2.5339 -2.044 0.132 -0.049
C 3.3351 5.1295 -2.2111 1.036 -1.065 -0.608
C 3.2356 3.7091 -1.7717 -0.757 -2.084 1.462
N 3.0941 2.5802 -1.4709 0.423 3.041 -0.940
H 0.6123 4.0266 -2.6030 -0.037 0.228 0.266
H 1.2565 4.5731 -4.1338 -0.224 -0.104 -0.159
H 0.0875 5.6267 -3.2884 -0.318 -0.498 -0.059
H 1.5773 6.2811 -1.6726 0.306 -0.288 0.399
H 2.1238 6.6322 -3.2176 0.684 -0.089 -0.174
H 3.9719 5.7702 -1.6011 -0.125 -0.429 0.569
H 3.9533 4.9625 -3.0932 -0.087 0.394 -0.577
C -3.1269 2.7847 -1.4040 -0.947 0.369 0.287
C -3.4006 4.1717 -0.8746 1.274 1.519 0.482
C -4.8343 4.6776 -0.8921 -1.225 -1.240 -1.491
C -5.5061 4.3528 -2.1829 -0.957 -0.723 -2.232
N -6.0044 4.1267 -3.2194 1.222 0.628 2.361
H -3.4800 2.0454 -0.6851 -0.066 -0.299 -0.298
H -2.0628 2.6320 -1.5839 -0.213 0.113 -0.151
H -3.7309 2.7893 -2.3114 0.383 -0.958 -0.353
H -2.7743 4.8437 -1.4614 -0.053 0.256 0.023
H -3.0726 4.2901 0.1581 0.154 -0.029 0.074
H -5.0470 5.7466 -0.8759 0.731 0.109 0.935
H -5.3797 4.1255 -0.1268 -0.340 0.415 0.141
C 3.3561 -3.2530 6.3082 -0.943 0.573 -0.149
C 2.5102 -2.2041 5.5239 0.413 -0.598 -0.359
C 2.6848 -2.2617 4.0246 1.194 0.615 -1.595
C 4.0737 -2.0972 3.5048 4.004 -0.136 -1.075
N 5.1808 -1.9545 3.0870 -4.316 -0.433 1.643
H 3.1553 -4.2858 6.0235 -0.126 0.074 -0.442
H 3.0612 -3.2167 7.3569 0.393 0.215 0.136
H 4.4221 -3.0749 6.1668 -0.047 0.096 0.194
H 2.7362 -1.1696 5.7827 0.075 -0.151 0.593
H 1.4325 -2.3454 5.6050 -0.006 -0.076 0.707
H 2.2728 -1.3670 3.5578 -0.689 0.054 0.199
H 2.2240 -3.1105 3.5194 0.160 -0.144 0.086
C -3.6129 -5.7396 -5.3112 -1.364 0.030 0.510
C -2.2262 -6.2517 -5.1039 1.083 1.109 -0.043
C -1.5025 -5.5952 -3.9072 -0.126 0.477 0.846
C -1.4336 -4.1142 -3.7424 -0.449 0.764 -1.055
N -1.3829 -2.9578 -3.6396 0.130 -1.507 0.051
H -3.7109 -4.6549 -5.3545 0.299 0.026 -0.255
H -4.2231 -6.0290 -4.4556 -0.040 0.018 0.326
H -4.1636 -6.1886 -6.1377 0.376 0.062 -0.377
H -1.5727 -6.0244 -5.9462 -0.211 -0.263 -0.353
H -2.2467 -7.3307 -4.9504 0.229 0.032 0.096
H -0.4579 -5.9046 -3.8735 0.181 -0.342 0.025
H -1.9681 -5.9009 -2.9703 0.013 -0.374 0.176
C 2.2051 5.9896 1.6372 0.712 0.879 -0.202
C 1.5463 4.6549 1.4533 1.787 -0.708 1.246
C 0.1535 4.5616 0.9726 -1.380 -0.403 -0.029
C -0.3107 5.6370 0.1368 -1.497 3.303 -3.567
N -0.7105 6.4644 -0.6137 1.427 -2.747 2.784
H 2.3787 6.4723 0.6755 -0.132 0.230 -0.089
H 3.1907 5.8892 2.0918 0.097 -0.397 -0.105
H 1.7188 6.7132 2.2915 -0.581 -0.150 -0.101
H 1.6316 4.1359 2.4080 -0.304 -0.158 0.103
H 2.1590 4.0107 0.8227 0.189 0.374 -0.176
H -0.5926 4.5054 1.7652 0.056 -0.214 0.238
H 0.1082 3.6275 0.4126 -0.570 -0.013 -0.058
C -4.3779 0.5723 2.9292 0.212 1.099 -0.404
C -3.5785 1.2729 4.0407 0.079 0.430 0.801
C -4.4237 2.4916 4.4507 -1.462 -0.147 -0.611
S -5.1134 3.2117 2.8428 0.082 -2.069 1.070
O -4.3036 4.3208 2.4294 0.393 0.488 -0.306
O -6.5531 3.3950 2.9282 0.824 -0.266 -0.016
C -4.6565 1.6762 1.8653 0.227 0.426 0.811
H -5.3213 0.2069 3.3349 0.013 -0.122 0.068
H -3.7862 -0.2628 2.5544 -0.217 0.101 -0.407
H -2.5468 1.5457 3.8191 -0.108 0.115 -0.821
H -3.4404 0.5735 4.8652 -0.395 0.078 0.309
H -4.1259 3.3001 5.1183 0.767 -0.083 -0.414
H -5.3141 2.0874 4.9324 -0.264 0.001 -0.066
H -3.6997 1.9434 1.4166 -0.051 0.052 -0.161
H -5.4217 1.5173 1.1056 -0.024 -0.157 0.156
C 1.6662 -0.6737 -0.3480 0.490 0.810 0.648
C 0.7304 -0.4332 -1.5674 -0.523 -0.148 1.126
C -0.3368 0.5870 -1.1067 0.152 -0.381 0.957
S -0.7465 0.1125 0.6564 1.303 0.862 -0.746
O -1.8751 -0.8145 0.5938 0.495 0.675 0.623
O -0.7815 1.3456 1.4781 -0.411 -1.680 -0.793
C 0.8507 -0.8484 0.9724 -1.594 -0.240 -1.274
H 2.3498 0.1669 -0.2294 -0.292 0.451 0.013
H 2.3721 -1.4939 -0.4791 -0.416 -0.458 -0.101
H 0.2627 -1.3886 -1.8057 -0.265 0.050 -0.180
H 1.2353 -0.0935 -2.4717 0.039 0.082 0.248
H -1.2693 0.6330 -1.6692 0.091 -0.406 0.041
H 0.0361 1.6070 -1.0134 0.335 -0.044 -0.073
H 0.4635 -1.8657 1.0305 0.055 -0.066 -0.068
H 1.2745 -0.6302 1.9526 0.178 0.642 -0.501
C 6.5850 0.4971 0.7648 -2.007 -0.378 0.449
C 7.1020 1.2569 1.9752 -0.646 1.046 -0.070
C 5.9228 1.4988 2.9617 0.599 -0.439 -0.329
S 4.3744 1.8664 1.9727 1.545 -0.255 0.918
O 4.3130 3.3204 1.7824 0.005 -1.526 -0.044
O 3.2241 1.1656 2.5676 1.308 0.764 -1.101
C 5.0742 1.0122 0.4788 1.502 -0.441 -0.058
H 6.5246 -0.5745 0.9550 0.063 0.017 0.117
H 7.1974 0.6440 -0.1249 -0.101 0.124 0.057
H 7.4738 2.2051 1.5869 0.091 0.257 0.279
H 7.9262 0.7692 2.4955 -0.090 -0.119 -0.065
H 6.1535 2.2822 3.6836 -0.371 0.222 -0.217
H 5.8464 0.5597 3.5096 -0.785 -0.002 -0.040
H 5.2209 1.6768 -0.3726 -0.955 0.263 0.287
H 4.4244 0.1674 0.2504 -0.014 0.244 -0.078
```
Positions in Å, forces in eV/Å.

As for the total energy: -4019.774866 hartree. As for the charge: -1. Its spin multiplicity is 2. As for the HOMO-LUMO gap (alpha / beta): 1.82 / 10.00 eV. As for the HOMO energy (alpha / beta): -0.08 / -8.28 eV.